Entry 1:
Computed, not measured: a single C5H6O molecule, with ωB97M-V with the def2-TZVPD basis set.

```
12
Properties=species:S:1:pos:R:3:forces:R:3
C 1.246 -0.677 2.532 1.44 0.03 -0.63
C 0.477 -0.756 1.579 1.10 0.76 0.75
C -0.355 -0.777 0.307 -0.38 -0.96 2.09
C 0.168 0.239 -0.737 -1.04 1.28 -2.82
C -0.812 1.191 -1.503 2.67 -1.64 0.35
H 2.230 -0.612 3.175 -3.00 -0.24 -1.46
H -1.477 -0.779 0.688 2.13 0.60 -1.42
H -0.179 -1.821 -0.025 -0.25 0.63 -0.42
H 1.315 0.555 -0.700 -2.76 -0.92 -0.02
H -1.854 1.329 -1.228 -0.07 -0.87 0.04
H -0.426 2.158 -1.883 0.17 -0.86 0.02
O -0.333 -0.049 -2.205 -0.02 2.20 3.52
```
Forces are in eV/Å.

Calculated values
LUMO   1.032 eV
SMILES   C#CC[C@@H]1CO1
Kohn-Sham gap   11.085 eV
Multiplicity   1
Molecular weight   82.10 g mol⁻¹

=====

Entry 2:
Computed, not measured: a single C25H28F3NO4 molecule, with ωB97M-V with the def2-TZVPD basis set.

```
61
Properties=species:S:1:pos:R:3:forces:R:3
C -0.977 -1.168 1.849 0.30 0.26 0.00
C 0.321 -0.414 2.124 -0.22 -0.19 0.20
H 0.157 0.353 2.895 0.09 -0.08 -0.03
H 1.091 -1.108 2.471 -0.10 0.09 0.08
O 0.894 0.188 0.977 -0.13 0.27 -0.29
C 0.281 1.350 0.514 0.47 0.45 0.60
C 1.293 2.098 -0.369 -0.28 -0.15 -0.07
C 0.722 3.446 -0.834 0.21 0.04 0.17
C 1.106 4.642 0.042 -0.40 -0.22 0.17
C 0.427 4.695 1.413 0.09 0.52 -0.34
O 0.920 3.757 2.342 0.30 -0.36 0.29
H 1.860 3.919 2.480 -0.07 0.00 0.02
H 0.531 5.711 1.822 -0.12 -0.11 -0.06
H -0.638 4.476 1.313 0.01 0.08 -0.02
H 0.828 5.554 -0.492 0.07 0.08 0.01
H 2.191 4.659 0.180 0.07 0.11 -0.01
H 1.086 3.652 -1.843 -0.06 -0.05 -0.03
H -0.366 3.379 -0.893 -0.05 0.04 -0.10
H 2.185 2.258 0.240 -0.05 0.01 -0.01
C 1.658 1.187 -1.562 -0.06 0.03 0.30
C 0.412 0.572 -2.115 -0.24 0.16 0.09
C -0.740 0.547 -1.447 0.60 0.07 -0.17
O -0.916 1.078 -0.193 -0.24 -0.18 -0.43
C -1.952 -0.111 -2.021 -0.13 0.11 0.03
O -1.928 -0.701 -3.085 0.08 -0.13 -0.14
N -3.053 0.016 -1.253 -0.14 0.22 0.27
H -2.945 0.470 -0.358 0.07 -0.05 -0.07
C -4.271 -0.726 -1.495 -0.02 -0.07 -0.17
C -4.422 -1.828 -0.478 -0.10 0.05 0.00
C -5.460 -1.828 0.442 0.04 0.03 -0.13
C -5.552 -2.828 1.395 -0.05 -0.07 0.12
C -4.600 -3.831 1.442 -0.08 -0.03 0.10
C -3.558 -3.836 0.529 0.08 -0.02 -0.06
C -3.471 -2.841 -0.426 -0.04 -0.02 0.00
H -2.665 -2.843 -1.146 0.12 0.00 -0.09
H -2.815 -4.620 0.561 0.07 -0.07 0.00
H -4.670 -4.609 2.188 -0.01 -0.06 0.06
H -6.367 -2.822 2.104 -0.06 0.00 0.06
H -6.204 -1.044 0.410 -0.06 0.09 -0.01
H -4.181 -1.140 -2.503 -0.11 0.11 0.12
H -5.127 -0.045 -1.459 0.05 -0.12 -0.06
H 0.446 0.115 -3.091 -0.15 -0.12 -0.09
C 2.685 0.148 -1.164 0.19 -0.17 -0.19
C 3.980 0.560 -0.867 -0.06 -0.08 -0.03
C 4.943 -0.350 -0.478 0.00 -0.18 0.03
C 4.614 -1.697 -0.392 0.06 -0.06 0.00
C 3.330 -2.124 -0.696 0.20 0.02 0.03
C 2.376 -1.203 -1.085 0.13 0.04 -0.07
H 1.378 -1.536 -1.320 -0.11 -0.03 0.01
H 3.082 -3.173 -0.632 -0.02 -0.08 -0.01
C 5.653 -2.675 0.068 0.21 -0.15 0.18
F 5.392 -3.940 -0.294 -0.23 -0.09 -0.14
F 5.775 -2.692 1.414 -0.10 0.11 0.12
F 6.880 -2.392 -0.404 0.06 0.20 -0.14
H 5.946 -0.025 -0.247 0.08 0.03 0.00
H 4.242 1.605 -0.943 0.01 0.15 -0.01
H 2.119 1.808 -2.341 -0.06 -0.01 0.09
H -0.040 1.977 1.358 0.07 -0.20 -0.20
H -1.781 -0.480 1.602 -0.10 -0.03 -0.01
H -1.263 -1.734 2.732 -0.05 -0.09 0.10
H -0.841 -1.857 1.019 -0.02 -0.09 -0.09
```
Forces are in eV/Å.

Calculated values
LUMO   0.568 eV
SMILES   CCO[C@@H]1OC(C(=O)NCc2ccccc2)=C[C@H](c2ccc(C(F)(F)F)cc2)[C@H]1CCCO
Kohn-Sham gap   9.682 eV
Multiplicity   1
Molecular weight   463.50 g mol⁻¹

=====

Entry 3:
Computed, not measured: 2 unconnected molecules or ions with the total composition C2H8NO2, with ωB97M-V with the def2-TZVPD basis set.

```
13
Properties=species:S:1:pos:R:3:forces:R:3
C 0.158 -1.166 -0.348 -0.27 -1.07 -2.01
C 0.191 0.035 0.519 -0.99 0.53 1.71
N -0.073 1.352 -0.121 2.09 -1.36 -3.76
O -0.547 -0.702 -1.594 1.37 0.68 2.60
O 1.049 0.283 1.525 0.94 -0.33 0.66
H 1.278 -1.328 -0.608 -1.72 -0.56 0.29
H -0.432 -2.137 0.046 1.74 2.34 -0.45
H -2.209 0.546 1.516 0.28 -0.16 -0.11
H -0.842 1.210 -0.897 1.40 0.56 1.99
H 0.844 1.674 -0.670 -2.02 -0.79 0.93
H -0.140 2.060 0.577 -1.01 0.70 0.71
H -0.785 -1.460 -2.092 -0.38 -1.13 -0.79
H 1.509 -0.369 2.146 -1.44 0.57 -1.77
```
Forces are in eV/Å.

Calculated values
Total charge   +1
LUMO (alpha / beta)   -4.402 / -4.489 eV
Kohn-Sham gap (alpha / beta)   10.396 / 8.369 eV
Multiplicity   1
Molecular weight   78.09 g mol⁻¹

=====

Entry 4:
Computed, not measured: a single C5H4Br2S molecule, with ωB97M-V with the def2-TZVPD basis set.

```
12
Properties=species:S:1:pos:R:3:forces:R:3
C -0.379 -1.534 -0.122 0.35 2.42 1.15
C -0.363 -0.168 0.055 0.43 1.83 -0.58
C 0.949 0.449 0.024 -0.12 -1.70 -0.93
C 1.871 -0.527 -0.168 -0.64 -0.97 0.83
C -1.484 0.821 0.123 -3.53 -0.15 -0.78
S 1.218 -2.157 -0.168 0.01 0.89 -0.26
Br 1.402 2.278 -0.087 -0.19 -0.40 0.25
Br 3.662 -0.324 0.007 1.67 0.08 -0.21
H -1.302 -2.005 0.098 -0.36 -1.19 -0.34
H -2.180 0.674 -0.820 1.35 0.33 1.64
H -2.237 0.567 0.988 1.60 0.90 -1.32
H -1.156 1.926 0.070 -0.57 -2.05 0.55
```
Forces are in eV/Å.

Calculated values
LUMO   0.488 eV
SMILES   Cc1csc(Br)c1Br
Kohn-Sham gap   9.205 eV
Multiplicity   1
Molecular weight   255.96 g mol⁻¹

=====

Entry 5:
Computed, not measured: 2 unconnected molecules or ions with the total composition CO4S, with ωB97M-V with the def2-TZVPD basis set.

```
6
Properties=species:S:1:pos:R:3:forces:R:3
C 0.813 1.354 0.977 -1.34 0.29 1.10
O 1.638 1.819 0.355 2.36 0.70 -1.84
O -0.796 -3.345 -0.732 0.36 -0.38 0.14
O -0.055 1.023 1.652 -1.03 -1.01 0.71
O -0.758 -1.032 -1.671 -1.14 -1.97 0.90
S -1.503 -2.191 -1.163 0.79 2.38 -1.01
```
Forces are in eV/Å.

Calculated values
LUMO   -1.330 eV
Kohn-Sham gap   10.767 eV
Multiplicity   1
Molecular weight   108.07 g mol⁻¹

=====

Entry 6:
Computed, not measured: a molecular structure, C19H20FeN7O4S, with ωB97M-V with the def2-TZVPD basis set.

```
52
Properties=species:S:1:pos:R:3:forces:R:3
Fe -0.082 -0.153 -0.508 0.09 -0.08 -0.23
O 4.679 1.423 3.725 -0.27 0.22 0.08
C 3.611 2.053 3.704 0.45 -0.57 -0.02
O 3.343 3.254 3.865 -0.07 0.27 -0.06
C 2.410 1.209 3.194 -0.14 -0.12 -0.07
C 2.643 -0.062 2.677 0.13 0.17 0.04
C 1.721 -0.597 1.801 -0.09 0.02 -0.10
N 0.589 0.048 1.497 0.05 -0.14 0.18
C 0.300 1.209 2.086 -0.02 0.00 -0.09
C 1.186 1.820 2.956 0.08 0.06 0.08
C -0.906 1.876 1.536 -0.05 0.14 0.11
C -1.565 2.906 2.193 0.01 -0.04 -0.03
C -2.633 3.525 1.566 0.00 -0.02 -0.04
C -3.013 3.105 0.298 0.02 0.03 0.04
C -2.313 2.068 -0.286 -0.01 -0.01 0.01
N -1.291 1.458 0.320 0.01 0.01 -0.03
C 1.991 -1.787 0.954 0.06 -0.01 0.04
C 2.936 -2.748 1.284 -0.05 0.01 -0.02
C 3.164 -3.792 0.404 0.01 0.01 0.02
C 2.451 -3.846 -0.783 -0.01 -0.02 -0.03
C 1.525 -2.853 -1.041 -0.01 0.00 -0.01
N 1.292 -1.850 -0.192 -0.04 0.03 0.04
H 3.624 -0.487 2.849 -0.03 -0.05 0.02
H 1.049 2.819 3.351 -0.06 0.00 -0.05
H -1.244 3.215 3.178 0.02 -0.01 0.00
H -3.159 4.331 2.059 -0.01 0.00 -0.01
H -3.827 3.575 -0.234 -0.01 0.00 0.01
H -2.559 1.711 -1.280 0.01 0.00 -0.01
H 3.480 -2.677 2.215 -0.01 0.01 0.00
H 3.897 -4.551 0.641 0.00 0.00 0.00
H 2.609 -4.637 -1.502 0.01 0.00 0.00
H 0.955 -2.838 -1.962 0.01 0.00 -0.01
N -1.861 -1.607 -0.148 0.03 -0.01 0.05
N -2.524 -2.002 -1.312 0.01 0.03 -0.03
C -2.152 -1.531 -2.520 -0.01 -0.01 -0.11
N -2.851 -1.972 -3.565 -0.10 -0.08 0.07
S -0.881 -0.448 -2.776 0.09 0.09 0.00
H -1.444 -2.413 0.308 0.00 -0.03 0.01
H -2.508 -1.158 0.492 -0.02 0.01 -0.01
H -3.287 -2.659 -1.234 0.00 0.00 0.01
H -3.633 -2.601 -3.479 0.01 0.00 -0.01
H -2.606 -1.641 -4.483 0.01 0.01 0.01
N 3.454 3.639 0.815 -0.05 0.05 -0.22
C 3.463 2.345 0.147 -0.07 0.04 0.01
C 2.071 2.091 -0.427 0.19 0.05 -0.17
O 1.731 1.037 -0.960 -0.15 0.02 0.25
O 1.267 3.110 -0.309 -0.19 -0.10 -0.04
H 3.519 3.567 1.828 -0.03 0.03 0.24
H 1.836 3.785 0.183 0.15 0.05 0.09
H 4.189 4.253 0.494 0.04 -0.03 -0.02
H 3.707 1.517 0.813 0.06 0.01 -0.01
H 4.172 2.307 -0.681 -0.02 0.00 -0.02
```
Forces are in eV/Å.

Calculated values
Total charge   +1
LUMO (alpha / beta)   -3.258 / -3.246 eV
Kohn-Sham gap (alpha / beta)   7.336 / 7.348 eV
Multiplicity   5
Molecular weight   498.33 g mol⁻¹

=====

Number 1: E -269.19008 hartree. Number 2: E -1624.79478 hartree. Number 3: E -285.77975 hartree. Number 4: E -5739.09951 hartree. Number 5: E -737.27881 hartree. Number 6: E -3082.10686 hartree.